Computed, not measured: the molecule C20H26FN5O3, with wB97M-V/def2-TZVPD.

Properties
**SMILES**: C[C@@H]1CN(C(=O)c2n[nH]cc2-c2ccncc2)CC[C@@H]1N(C)C(=O)COCCF
**E_tot**: -1377.07615 a.u.
**Total charge**: 0
**Energy relative to the best compared isomer or geometry (same formula, charge and spin)**: 93.05 kJ/mol
**Gap between HOMO and LUMO**: 9.6268 eV
**F_max**: 0.45 eV/Å

Geometry as XYZ:
```
55
Properties=species:S:1:pos:R:3:forces:R:3:nbo_charge:R:1
C -0.0837 -1.1894 1.9937 -0.0041 0.0001 -0.0025 -0.616
C -0.7882 -1.6131 0.7120 -0.0049 -0.0069 -0.0037 -0.243
C -0.6113 -3.1093 0.4688 0.0006 -0.0034 -0.0009 -0.240
N -1.4576 -3.5194 -0.6424 -0.0041 -0.0086 -0.0042 -0.420
C -2.6248 -4.1560 -0.3914 0.0111 0.0073 0.0105 0.660
O -2.9739 -4.5124 0.7231 -0.0021 -0.0003 0.0008 -0.617
C -3.5373 -4.3771 -1.5642 -0.0034 -0.0025 -0.0115 0.047
N -3.5539 -5.5230 -2.2165 -0.0020 0.0021 0.0049 -0.234
N -4.5064 -5.3659 -3.1469 0.0050 0.0037 -0.0015 -0.322
C -5.0878 -4.1519 -3.1107 -0.0046 -0.0045 0.0066 -0.042
C -4.4852 -3.4600 -2.0842 0.0017 0.0048 0.0008 -0.115
C -4.7141 -2.0772 -1.6514 0.0021 0.0017 -0.0021 -0.013
C -4.9797 -1.0641 -2.5693 0.0003 0.0025 0.0029 -0.264
C -5.1231 0.2376 -2.1174 0.0019 -0.0030 0.0026 0.037
N -5.0143 0.5940 -0.8392 -0.0017 0.0001 0.0003 -0.422
C -4.7754 -0.3808 0.0360 0.0001 -0.0004 -0.0056 0.038
C -4.6245 -1.7149 -0.3092 0.0023 0.0020 0.0019 -0.267
C -1.0784 -2.9206 -1.9100 -0.0032 0.0021 0.0023 -0.226
C -1.0792 -1.3898 -1.8020 -0.0032 -0.0070 -0.0061 -0.425
C -0.4396 -0.7726 -0.5403 -0.0083 -0.0159 -0.2783 -0.023
N 0.9851 -0.3585 -0.6786 0.0952 0.1386 0.3450 -0.484
C 1.2969 0.8913 0.0238 -0.0001 -0.0012 0.0033 -0.403
C 2.0485 -1.2473 -0.6746 -0.2665 -0.3377 0.1467 0.671
O 2.9396 -1.1961 0.1519 0.1790 0.2168 -0.2139 -0.598
C 2.1572 -2.2228 -1.8419 0.0047 0.0065 0.0008 -0.157
O 2.1053 -3.5786 -1.4617 -0.0046 0.0034 -0.0075 -0.541
C 3.2944 -4.0843 -0.8737 0.0071 -0.0027 0.0085 -0.113
C 3.0100 -5.4756 -0.3875 -0.0032 0.0007 0.0048 0.038
F 2.1707 -5.4276 0.7214 0.0103 -0.0002 -0.0148 -0.367
H 0.9995 -1.2923 1.9142 0.0012 0.0010 -0.0013 0.223
H -0.3165 -0.1569 2.2564 0.0078 0.0028 0.0010 0.208
H -0.4186 -1.8222 2.8170 -0.0051 0.0021 -0.0011 0.220
H -1.8662 -1.4641 0.8517 0.0014 0.0017 0.0033 0.213
H 0.4243 -3.3687 0.2349 -0.0002 0.0044 -0.0021 0.223
H -0.9113 -3.6720 1.3490 0.0010 -0.0017 -0.0017 0.249
H -4.7232 -6.1349 -3.7551 -0.0007 -0.0016 -0.0050 0.413
H -5.8852 -3.8789 -3.7814 0.0012 -0.0008 -0.0012 0.225
H -5.0429 -1.2801 -3.6284 0.0005 -0.0016 -0.0002 0.217
H -5.3224 1.0381 -2.8215 -0.0003 0.0008 0.0006 0.193
H -4.7013 -0.0805 1.0758 -0.0004 0.0009 -0.0003 0.196
H -4.4435 -2.4603 0.4549 0.0000 -0.0013 -0.0016 0.247
H -0.1054 -3.3251 -2.1840 0.0021 0.0018 0.0055 0.213
H -1.7802 -3.2255 -2.6835 -0.0009 -0.0030 0.0025 0.221
H -0.6270 -0.9463 -2.6917 0.0018 -0.0009 -0.0003 0.220
H -2.1257 -1.0745 -1.7935 -0.0028 0.0043 -0.0028 0.226
H -0.9401 0.1885 -0.4136 -0.0052 -0.0019 0.0038 0.214
H 2.2831 1.2297 -0.2863 0.0000 0.0020 -0.0007 0.215
H 0.5599 1.6372 -0.2713 0.0002 0.0000 0.0030 0.198
H 1.3032 0.8020 1.1089 0.0038 -0.0008 0.0010 0.199
H 1.3652 -2.0548 -2.5656 -0.0003 -0.0021 0.0024 0.197
H 3.1120 -1.9893 -2.3303 0.0005 -0.0015 0.0007 0.198
H 4.0978 -4.1165 -1.6223 -0.0032 -0.0060 -0.0003 0.173
H 3.6182 -3.4555 -0.0424 -0.0042 0.0000 0.0001 0.215
H 2.5078 -6.0645 -1.1569 0.0000 0.0018 0.0041 0.174
H 3.9364 -5.9683 -0.0869 -0.0037 0.0017 0.0008 0.169
```
Forces are in eV/Å.

Computed, not measured: a structure of composition C20H26IN6OSTi, with wB97M-V/def2-TZVPD.

Properties
**Spin multiplicity**: 2
**E_tot**: -2726.42779 a.u.
**Total charge**: +2
**Gap between HOMO and LUMO (spin up / spin down)**: 7.8298 / 8.1646 eV
**F_max**: 0.66 eV/Å

Geometry as XYZ:
```
56
Properties=species:S:1:pos:R:3:forces:R:3:lowdin_spin:R:1
Ti -1.6685 -0.2811 0.2151 0.0139 -0.0588 0.0889 0.937
C 3.9705 0.2195 -2.0829 0.1037 0.0404 0.0395 0.001
C 3.1213 -0.8629 -2.7153 -0.2834 -0.0561 -0.0529 0.001
N 1.6857 -0.4743 -2.7551 0.0000 -0.0127 -0.2457 0.017
C 1.2575 0.1420 -4.0288 0.0635 0.0082 0.2910 0.000
C 0.8211 -0.9009 -5.0393 -0.0403 0.0220 -0.1145 0.001
C 0.8819 -0.6864 -1.7415 0.4701 0.1764 0.4216 0.006
S -0.8207 -0.2693 -1.9727 0.0000 -0.1617 0.0264 0.008
N 1.4873 -1.1922 -0.6259 -0.1856 0.0364 -0.4410 -0.002
C 0.9291 -1.5700 0.4730 -0.5179 -0.1264 0.2661 0.002
O -0.3871 -1.4817 0.7035 0.2737 0.1104 -0.0457 -0.007
C 1.7123 -2.1363 1.5746 0.1603 0.1076 -0.2689 0.000
C 1.0868 -2.6060 2.7300 0.0076 -0.0381 0.0768 0.001
C 1.8473 -3.1438 3.7537 -0.0474 0.0272 -0.0624 0.000
C 3.2288 -3.2111 3.6268 0.0204 -0.0226 0.0469 0.001
C 3.8568 -2.7422 2.4795 -0.0183 0.0200 -0.0347 0.000
C 3.1029 -2.2062 1.4521 0.0342 -0.0436 0.0832 0.001
H 5.0179 -0.0797 -2.1090 -0.0018 0.0050 -0.0036 0.000
H 3.6871 0.3840 -1.0439 -0.0157 -0.0203 -0.0010 0.000
H 3.8839 1.1626 -2.6233 -0.0149 -0.0020 -0.0113 0.000
H 3.2028 -1.8120 -2.1955 0.0264 0.0196 0.0703 0.000
H 3.3973 -1.0281 -3.7557 0.0631 0.0009 0.0241 0.000
H 2.1191 0.7096 -4.3793 -0.0111 -0.0286 -0.0702 0.000
H 0.4660 0.8577 -3.8134 0.0031 -0.0359 -0.0686 0.000
H 1.6153 -1.6182 -5.2438 0.0187 0.0082 0.0141 0.000
H 0.5673 -0.4084 -5.9772 -0.0040 -0.0191 -0.0086 0.000
H -0.0560 -1.4462 -4.6929 -0.0057 0.0024 0.0221 0.000
H 0.0104 -2.5689 2.8200 -0.0049 0.0023 -0.0104 0.000
H 1.3644 -3.5185 4.6454 0.0097 -0.0039 0.0079 0.000
H 3.8199 -3.6368 4.4267 0.0022 0.0039 -0.0014 0.000
H 4.9324 -2.8005 2.3880 0.0009 0.0029 0.0019 0.000
H 3.5799 -1.8404 0.5541 -0.0172 -0.0017 -0.0152 0.000
C -1.0334 5.2781 0.3502 0.0160 -0.0528 0.0767 0.000
C -1.1435 3.8957 0.8895 0.0286 0.0440 0.0436 -0.001
C -1.0351 3.4119 2.1901 -0.0100 0.0617 -0.1227 0.000
C -1.2150 2.0411 2.1092 -0.0344 -0.0023 -0.0023 0.002
N -1.4352 1.6801 0.8256 0.0886 0.0414 0.1423 0.003
N -1.3831 2.8370 0.1092 -0.0219 -0.2106 0.0439 0.002
C -1.1673 1.0226 3.1959 -0.0797 -0.1440 0.1043 0.002
H -0.7849 5.9659 1.1536 -0.0047 0.0111 -0.0114 0.000
H -1.9767 5.5947 -0.0946 0.0047 0.0104 -0.0229 0.000
H -0.2507 5.3367 -0.4062 -0.0174 0.0158 -0.0234 0.000
H -0.8464 3.9948 3.0750 0.0018 -0.0016 0.0049 0.000
H -1.4572 2.8020 -0.8935 0.0009 0.0821 -0.0931 0.000
H -1.2857 1.4961 4.1680 0.0290 0.0253 -0.0157 0.000
H -0.2192 0.4808 3.2009 0.0148 0.0365 -0.0297 0.000
H -1.9796 0.2916 3.1136 0.0123 0.0183 -0.0547 0.000
I -7.3697 0.7170 -1.2636 -0.1945 0.0976 -0.1221 0.000
C -5.7881 -0.1323 -0.2925 0.1865 -0.2662 0.3272 0.001
C -5.7933 -0.7938 0.9293 -0.0679 -0.0178 -0.0630 0.000
N -4.5424 -1.1826 1.1915 0.1897 -0.0015 -0.1325 0.003
N -3.6959 -0.8447 0.1890 -0.2224 0.2094 0.0841 0.011
C -4.4647 -0.2032 -0.7076 0.0882 0.0309 -0.2007 0.006
H -6.5981 -1.0245 1.6089 -0.0345 0.0358 -0.0336 0.000
H -4.2275 -1.7798 1.9388 -0.0313 -0.0192 0.0761 0.000
H -4.0283 0.1613 -1.6274 -0.0453 0.0334 -0.0003 0.001
```
Forces are in eV/Å.

Computed, not measured: a structure of composition C20H26InN4O3, with wB97M-V/def2-TZVPD.

Properties
**E_tot**: -1412.40341 a.u.
**Total charge**: +1
**Energy relative to the best compared isomer or geometry (same formula, charge and spin)**: 49.52 kJ/mol
**Gap between HOMO and LUMO**: 8.1611 eV
**F_max**: 0.26 eV/Å

Geometry as XYZ:
```
54
Properties=species:S:1:pos:R:3:forces:R:3:nbo_charge:R:1
In -0.2406 0.2565 -0.6225 0.2061 0.1178 0.1090 2.019
O 3.3807 -2.5226 -0.5600 -0.0064 -0.0071 0.0246 -0.690
C 3.8964 -2.1405 0.6497 -0.0539 0.0094 -0.0680 0.414
C 5.0608 -2.7394 1.1155 0.0302 0.0076 0.0517 -0.318
C 5.5916 -2.3893 2.3429 0.0083 -0.0254 -0.0295 -0.151
C 4.9602 -1.4336 3.1259 -0.0315 0.0290 0.0069 -0.245
C 3.8037 -0.8389 2.6622 0.0312 -0.0311 0.0084 -0.121
C 3.2468 -1.1735 1.4240 -0.0261 0.0290 0.0337 -0.234
C 2.0164 -0.4609 0.9994 -0.0756 0.0999 0.0577 0.587
O 1.7221 -0.4215 -0.2743 -0.0669 -0.1254 0.1300 -0.833
N 1.3197 0.1313 1.9426 0.0820 -0.0829 -0.1457 -0.407
N 0.2691 0.8388 1.3871 0.0295 -0.0411 -0.1392 -0.442
C -0.0632 1.9683 1.8824 -0.0229 0.0626 0.0393 0.178
C -0.9750 2.8985 1.2299 0.0100 -0.0097 -0.0100 -0.245
C -1.6079 3.8393 2.0593 -0.0047 0.0154 -0.0300 -0.133
C -2.3988 4.8422 1.5496 -0.0068 0.0034 0.0490 -0.252
C -2.5332 4.9508 0.1672 0.0030 0.0030 -0.0481 -0.163
C -1.9012 4.0606 -0.6759 0.0113 0.0008 0.0405 -0.240
C -1.1230 3.0067 -0.1784 -0.0168 -0.0092 -0.0262 0.343
O -0.5564 2.1971 -1.0871 -0.0536 0.0364 -0.0485 -0.883
H 3.9658 -3.1929 -0.9308 0.0020 0.0034 -0.0027 0.485
H 5.5510 -3.4897 0.5046 -0.0012 -0.0014 -0.0052 0.212
H 6.5011 -2.8643 2.6856 0.0022 -0.0022 -0.0028 0.226
H 5.3710 -1.1498 4.0843 -0.0004 0.0008 0.0017 0.227
H 3.3021 -0.0863 3.2524 0.0021 0.0032 0.0044 0.238
H 0.4132 2.2711 2.8144 -0.0131 -0.0097 0.0072 0.215
H -1.4535 3.7637 3.1293 -0.0018 0.0024 0.0048 0.220
H -2.8854 5.5477 2.2077 0.0033 -0.0009 0.0058 0.231
H -3.1307 5.7484 -0.2552 -0.0020 -0.0017 -0.0047 0.227
H -1.9868 4.1518 -1.7508 0.0030 0.0023 -0.0056 0.224
C -3.3070 0.7671 -1.2104 -0.0342 0.0387 0.0414 -0.429
N -2.4978 -0.2644 -0.5232 0.0068 -0.0506 0.0798 -0.521
C -2.9322 -0.3564 0.8869 -0.0219 -0.0444 0.0107 -0.423
C -2.6459 -1.5614 -1.2142 0.0707 0.0176 -0.0926 -0.244
C -1.7759 -1.6076 -2.4656 -0.0536 -0.0466 0.0832 -0.243
N -0.3518 -1.4273 -2.1142 -0.0154 -0.0064 -0.0332 -0.528
C 0.4628 -1.0707 -3.2963 0.0064 0.0212 -0.0765 -0.429
C 0.2010 -2.6698 -1.5155 -0.0291 0.0219 -0.0917 -0.444
H -4.3505 0.4427 -1.2529 0.0028 -0.0098 -0.0073 0.206
H -2.9389 0.9428 -2.2185 -0.0002 0.0015 -0.0022 0.216
H -3.2495 1.7047 -0.6638 0.0281 -0.0097 -0.0026 0.241
H -3.9825 -0.6538 0.9478 -0.0042 0.0041 -0.0104 0.210
H -2.8089 0.6167 1.3605 -0.0075 -0.0167 -0.0001 0.232
H -2.3238 -1.0874 1.4191 0.0002 -0.0041 -0.0055 0.217
H -3.6929 -1.7292 -1.4808 -0.0050 -0.0028 -0.0104 0.225
H -2.3554 -2.3560 -0.5272 -0.0086 0.0107 0.0304 0.219
H -2.0616 -0.8181 -3.1613 0.0115 0.0107 0.0052 0.220
H -1.9179 -2.5639 -2.9763 0.0171 0.0063 -0.0211 0.225
H 0.4453 -1.8792 -4.0316 -0.0200 -0.0067 0.0054 0.212
H 1.4897 -0.9040 -2.9750 0.0016 -0.0049 0.0044 0.243
H 0.0738 -0.1628 -3.7583 -0.0062 -0.0084 0.0099 0.218
H 0.0382 -3.4990 -2.2097 0.0225 -0.0042 0.0011 0.205
H -0.2962 -2.8979 -0.5742 0.0186 -0.0021 0.0231 0.206
H 1.2618 -2.5348 -1.3263 -0.0208 0.0064 0.0502 0.277
```
Forces are in eV/Å.

Computed, not measured: a structure of composition C20H26LiO13, with wB97M-V/def2-TZVPD.

Properties
**E_tot**: -1763.20365 a.u.
**Total charge**: -3
**Gap between HOMO and LUMO**: 3.9268 eV
**F_max**: 5.44 eV/Å

Geometry as XYZ:
```
60
Properties=species:S:1:pos:R:3:forces:R:3:nbo_charge:R:1
Li 0.5412 0.4588 0.5750 -0.5630 -0.1303 0.2864 0.888
C 0.8553 -0.3870 4.5974 -1.0779 -0.8300 -4.7436 -0.529
C 0.9975 -0.1364 3.1661 -0.4469 1.8109 2.7076 0.435
C 2.0744 0.8862 2.7279 0.7492 -0.0535 4.0229 0.429
O 2.1589 1.1902 1.5613 -0.2043 0.3529 -3.7821 -0.744
C 2.8640 1.4870 3.7590 -0.9829 -0.9304 -3.5040 -0.533
C 2.7171 1.1997 5.0672 2.1943 1.2152 4.2943 0.401
C 1.5905 0.2021 5.5557 1.2674 -1.2370 4.0605 0.394
O 1.4288 -0.2220 6.7863 0.9640 2.0824 -2.1593 -0.740
O 3.5799 1.7793 5.8630 -2.3286 -1.7300 -0.5254 -0.740
O 0.1285 -0.4182 2.3356 0.3164 -0.8141 -1.0710 -0.700
H 0.0324 -1.0677 4.7583 -0.0151 -0.0549 0.6815 0.200
H 3.6962 2.1095 3.4652 -0.0486 0.2410 -0.0469 0.189
C -4.9622 -0.6818 -0.0966 4.1572 0.4115 0.7074 -0.519
C -3.5440 -0.6851 0.3699 -2.1022 0.6136 -0.6620 0.440
C -2.5361 0.2865 -0.4528 -0.8452 -0.7631 -0.3261 0.436
O -1.3506 0.2908 -0.1058 1.5077 0.0652 0.4455 -0.772
C -3.0124 0.9823 -1.5863 1.0689 -1.2658 2.4540 -0.536
C -4.3229 0.8680 -1.9797 0.5241 2.4120 -4.8500 0.407
C -5.2866 -0.0060 -1.2568 -5.0887 -1.1522 0.4616 0.341
O -6.5399 -0.1447 -1.6206 2.2266 1.0147 -0.6136 -0.759
O -4.5324 1.5009 -3.1155 -1.3898 -1.7178 2.4554 -0.730
O -3.1557 -1.3479 1.3272 0.4910 0.1952 -0.3234 -0.644
H -5.6720 -1.2653 0.4710 -0.1424 -0.0211 -0.2109 0.191
H -2.2941 1.4343 -2.2542 -0.0054 0.2943 0.0414 0.191
C 0.9225 3.1461 -1.9298 0.2169 0.3660 -0.8764 -0.259
O 0.3099 4.3469 -2.4496 -0.4962 0.2574 1.1537 -0.558
C -0.3360 5.1553 -1.4262 0.6473 -1.0605 -0.0111 -0.082
C -1.5226 4.4891 -0.7238 0.3240 -0.1233 -0.5153 -0.103
O -1.0702 3.7629 0.3890 -0.1488 0.5985 1.4640 -0.545
C -2.1464 3.3861 1.2700 0.1492 -1.1524 -0.7126 -0.268
H 1.4242 2.7155 -2.7964 0.0447 -0.0579 -0.0765 0.164
H 0.2435 2.3789 -1.5578 -0.3466 0.3585 0.2292 0.205
H 1.7006 3.3701 -1.2000 -0.1636 0.0902 0.3169 0.176
H -0.5696 6.1319 -1.8502 -0.3534 -0.2753 -0.4966 0.168
H 0.3765 5.3860 -0.6343 0.3615 -0.1413 0.2031 0.170
H -2.0326 3.7843 -1.3803 -0.3008 0.1783 -0.3817 0.212
H -2.2008 5.2900 -0.4293 -0.3503 0.1003 0.1919 0.149
H -2.7598 2.6799 0.7103 -0.3577 -0.0126 0.0687 0.206
H -2.7879 4.1793 1.6538 0.2161 0.6638 -0.3298 0.143
H -1.7827 2.8375 2.1388 0.5374 0.1076 -0.2299 0.211
C 0.1785 -2.9598 -0.0062 -0.6453 -0.4143 0.5031 -0.263
O 1.1442 -3.3529 -0.9685 0.8206 -0.9956 -0.8480 -0.560
C 0.9799 -4.6836 -1.5387 0.1327 2.0596 -0.7497 -0.067
C 2.1931 -5.0014 -2.4934 -0.7872 0.3118 0.7915 -0.064
O 3.3622 -4.7933 -1.7672 1.1454 -0.7292 1.4931 -0.539
C 4.6164 -5.0636 -2.3983 -1.6623 1.1165 -0.9356 -0.245
H 0.3996 -2.0046 0.4701 0.5545 -0.2280 -0.1997 0.240
H 0.1331 -3.7262 0.7674 -0.0957 -0.0275 0.2662 0.153
H -0.8288 -2.8093 -0.3944 -0.1114 -0.2266 -0.4353 0.187
H 0.0856 -4.5998 -2.1562 -0.2221 -0.3876 -0.3296 0.169
H 0.7584 -5.4474 -0.7933 0.5388 -0.0584 0.2923 0.170
H 2.1743 -4.4143 -3.4116 -0.1378 0.7809 0.0443 0.154
H 2.1167 -6.0108 -2.8978 -0.0698 -0.6564 0.3715 0.144
H 5.4852 -5.1926 -1.7529 -0.6118 -0.1857 0.5549 0.190
H 4.7695 -4.1373 -2.9521 0.6948 -0.1423 -0.6409 0.171
H 4.4821 -5.9018 -3.0820 0.3755 -0.2048 -0.1181 0.154
O 1.4549 -0.2084 -1.1356 0.1457 0.3179 -0.0970 -0.947
H 2.2924 -0.6588 -1.2453 0.2071 -0.1631 0.2753 0.481
H 0.9781 -0.3876 -1.9460 -0.4771 -0.0733 -0.0366 0.485
```
Forces are in eV/Å.

The lowest E_tot belongs to which entry?
C20H26IN6OSTi

The highest E_tot belongs to which entry?
C20H26FN5O3